# 1
DFT (the ωB97M-V functional and the def2-TZVPD basis) results for C34H41Br2Cl3N7O5PReSeSi as an isolated structure.

Output
Energy relative to the best compared isomer or geometry (same formula, charge and spin), kcal/mol: 8.7
Multiplicity: 4
Charge: +2
F_max, eV/Å: 0.6
E_tot, eV: -318882.6410
HOMO energy (spin up / spin down), eV: -12.279 / -12.090

Element x y z (Å)
Re  0.35  0.24  -1.26
Br  1.93  5.37  -4.01
C  2.93  3.94  -3.32
C  4.31  4.17  -3.16
C  5.08  3.24  -2.53
Br  6.93  3.55  -2.40
C  4.47  2.11  -1.92
C  5.21  1.25  -1.09
C  4.56  0.29  -0.37
C  3.19  0.19  -0.51
N  2.45  0.89  -1.36
C  3.08  1.88  -2.08
C  2.33  2.77  -2.91
O  1.03  2.49  -3.22
H  4.74  5.08  -3.55
H  6.28  1.39  -1.00
H  5.09  -0.36  0.32
H  2.64  -0.50  0.12
C  -3.26  4.36  -0.51
C  -1.90  3.75  -0.38
C  -0.74  4.22  0.21
C  0.22  3.22  0.02
N  -0.32  2.18  -0.64
N  -1.62  2.54  -0.86
C  1.64  3.28  0.47
H  -3.21  5.41  -0.25
H  -3.98  3.87  0.15
H  -3.62  4.27  -1.54
H  -0.60  5.16  0.70
H  -2.22  1.91  -1.37
H  1.72  3.97  1.31
H  2.28  3.66  -0.33
H  2.01  2.31  0.78
C  2.28  1.16  3.69
C  2.27  -0.26  3.19
O  0.94  -0.73  2.86
P  0.08  -0.22  1.59
O  -1.04  -1.38  1.66
C  -0.70  -2.77  1.61
C  -1.36  -3.49  2.76
O  -0.79  1.02  2.09
C  -1.38  1.11  3.41
C  -1.23  2.53  3.92
H  3.31  1.48  3.87
H  1.74  1.24  4.63
H  1.83  1.84  2.97
H  2.62  -0.95  3.96
H  2.92  -0.38  2.31
H  0.39  -2.89  1.66
H  -1.04  -3.16  0.65
H  -0.99  -3.11  3.71
H  -1.14  -4.56  2.71
H  -2.44  -3.36  2.73
H  -0.90  0.39  4.08
H  -2.43  0.84  3.32
H  -0.19  2.84  3.86
H  -1.55  2.58  4.96
H  -1.83  3.22  3.33
N  3.88  -4.44  -0.88
C  3.74  -4.17  -2.21
O  4.57  -4.44  -3.04
C  2.49  -3.43  -2.61
C  1.89  -3.74  -3.82
C  0.77  -3.01  -4.19
C  0.35  -1.96  -3.39
N  0.97  -1.61  -2.25
C  2.01  -2.38  -1.87
H  4.67  -5.01  -0.62
H  3.08  -4.47  -0.28
H  2.29  -4.53  -4.44
H  0.24  -3.22  -5.11
H  -0.50  -1.37  -3.69
H  2.48  -2.13  -0.93
Cl  1.59  0.35  -5.14
Si  0.48  1.98  -4.70
Cl  0.49  3.20  -6.28
Cl  -1.47  1.55  -4.32
C  -3.45  -3.60  -0.84
N  -3.71  -2.44  0.00
C  -3.14  -1.23  -0.09
Se  -2.11  -0.64  -1.54
N  -3.65  -0.47  0.89
C  -4.55  -1.19  1.66
C  -5.34  -0.86  2.75
C  -6.18  -1.84  3.23
C  -6.23  -3.12  2.64
C  -5.44  -3.45  1.56
C  -4.60  -2.46  1.08
H  -2.66  -3.36  -1.54
H  -4.35  -3.87  -1.39
H  -3.15  -4.44  -0.21
H  -3.30  0.46  1.08
H  -5.31  0.12  3.20
H  -6.82  -1.63  4.07
H  -6.91  -3.86  3.05
H  -5.48  -4.43  1.11



# 2
DFT (the ωB97M-V functional and the def2-TZVPD basis) results for C34H41ClCoN9O2S as an isolated structure in a non-equilibrium geometry.

Output
Energy relative to the best compared isomer or geometry (same formula, charge and spin), kcal/mol: 34.7
Multiplicity: 4
Charge: +1
F_max, eV/Å: 2.8
E_tot, eV: -114406.3367
HOMO energy (spin up / spin down), eV: -9.839 / -9.958

Element x y z (Å)
Co  -0.10  2.41  -0.59
S  2.14  2.48  -0.65
C  2.26  3.92  0.38
N  3.36  4.29  0.99
N  4.48  3.64  0.80
C  5.47  3.66  1.73
C  5.35  4.47  2.87
C  6.31  4.41  3.86
C  7.39  3.55  3.73
C  7.54  2.78  2.58
C  6.59  2.83  1.58
N  1.18  4.64  0.51
N  0.02  4.14  0.19
C  -0.93  5.15  -0.02
C  -2.29  4.92  0.17
C  -3.21  5.92  -0.11
C  -2.79  7.16  -0.55
C  -1.43  7.42  -0.66
C  -0.50  6.43  -0.41
H  4.56  2.99  0.01
H  4.49  5.12  2.94
H  6.21  5.03  4.73
H  8.13  3.49  4.51
H  8.40  2.14  2.46
H  6.69  2.24  0.68
H  -2.62  3.97  0.54
H  -4.27  5.74  0.03
H  -3.50  7.93  -0.79
H  -1.08  8.40  -0.96
H  0.55  6.62  -0.51
N  -1.94  2.20  -1.12
C  -3.07  1.97  -0.95
N  -4.30  1.70  -0.69
C  -4.91  2.15  0.56
C  -5.82  1.04  1.09
O  -6.76  0.67  0.11
C  -6.14  0.17  -1.04
C  -5.25  1.24  -1.69
H  -5.49  3.05  0.37
H  -4.13  2.37  1.30
H  -6.38  1.40  1.95
H  -5.23  0.16  1.39
H  -6.93  -0.13  -1.72
H  -5.52  -0.71  -0.79
H  -5.88  2.09  -2.01
H  -4.73  0.84  -2.55
C  1.28  -5.64  -2.91
C  0.80  -4.19  -2.95
C  0.39  -3.88  -4.41
C  1.97  -3.27  -2.60
C  -0.44  -4.02  -2.01
O  -1.55  -4.71  -2.59
C  -0.32  -4.57  -0.57
C  0.90  -4.21  0.28
C  0.65  -4.38  1.76
C  1.26  -3.52  2.66
C  1.11  -3.68  4.03
C  0.33  -4.72  4.51
Cl  0.15  -4.94  6.21
C  -0.30  -5.59  3.63
C  -0.14  -5.42  2.26
C  -1.04  -2.59  -2.01
N  -0.51  -1.55  -1.16
C  -0.12  -0.34  -1.55
N  0.01  0.44  -0.48
C  -0.30  -0.37  0.56
N  -0.64  -1.57  0.16
H  2.17  -5.74  -3.53
H  0.53  -6.32  -3.31
H  1.54  -5.96  -1.90
H  1.12  -4.31  -5.08
H  0.35  -2.81  -4.60
H  -0.59  -4.31  -4.64
H  2.71  -3.34  -3.40
H  2.46  -3.57  -1.69
H  1.67  -2.23  -2.52
H  -1.33  -5.64  -2.70
H  -0.38  -5.66  -0.65
H  -1.21  -4.24  -0.04
H  1.19  -3.17  0.12
H  1.75  -4.84  0.02
H  1.87  -2.71  2.29
H  1.60  -3.01  4.72
H  -0.91  -6.39  4.01
H  -0.63  -6.11  1.60
H  -2.08  -2.73  -1.73
H  -1.02  -2.21  -3.04
H  0.06  -0.04  -2.56
H  -0.28  -0.07  1.59



Which of these has the highest charge? C34H41Br2Cl3N7O5PReSeSi